[1]
{"formula": "C18H23FN2O4S2", "method": "the ωB97M-V functional and the def2-TZVPD basis", "relative_energy_kcal_mol": 19.27, "total_charge": 0, "symbols": ["H", "H", "C", "S", "H", "H", "C", "H", "H", "C", "F", "H", "H", "C", "H", "H", "O", "O", "C", "C", "H", "N", "N", "C", "H", "C", "C", "C", "C", "H", "H", "H", "C", "C", "C", "H", "O", "H", "C", "H", "H", "O", "S", "H", "C", "C", "H", "H", "C", "H"], "positions_angstrom": [[0.82907, 0.73738, 0.32115], [0.94854, -4.72862, -0.57998], [-3.12105, 1.48379, -1.78747], [-0.71797, 2.34090, -1.99026], [-3.07186, 1.96682, 1.06083], [-0.95155, 1.40375, 3.62303], [2.61331, -2.41534, -2.38791], [0.19785, -2.38929, 2.66608], [-3.99849, 0.86872, -1.87571], [-1.86918, 3.32022, -1.13334], [4.66614, -5.30431, -3.04347], [4.39145, -2.78766, -3.54964], [2.79701, -6.17086, -1.49004], [-1.45826, 4.59798, -0.47011], [1.97775, 1.07191, 1.64171], [-3.96758, 3.17915, -0.66507], [-0.88090, -2.70791, -0.96248], [-2.56193, 1.78763, 1.86232], [-1.20253, 3.81637, 1.77410], [3.63642, -3.19720, -2.89769], [-2.36514, 5.15037, -0.17682], [0.17386, 0.28182, 2.30401], [0.83634, -1.99873, 0.74193], [-1.24592, 2.27021, 1.68486], [2.52956, -1.36785, -2.63135], [1.71434, -4.32610, -1.22246], [1.66790, -2.98572, -1.55738], [-1.91171, 1.14938, -2.30238], [-0.35161, 1.56516, 2.72330], [-0.87198, 1.99609, 0.69151], [2.34376, -1.33205, 1.97702], [-0.97236, -2.75300, 1.36308], [3.67496, -4.53814, -2.55420], [-3.09852, 2.72914, -1.11601], [1.21051, 0.37862, 1.28931], [0.49960, 2.20122, 2.97203], [0.41971, -0.68365, -1.46837], [-1.32361, -0.38091, 0.93813], [2.72874, -5.12073, -1.72533], [-0.87414, 5.21236, -1.16104], [-2.22692, 4.18735, 1.92241], [-0.61201, 4.43274, 0.65238], [0.35293, -1.98634, -0.86190], [-0.59811, 4.13546, 2.62655], [-0.85483, -0.65953, 1.89688], [1.83372, -1.00145, 1.06754], [-1.62729, -0.68147, 2.66665], [-1.62662, 0.25838, -2.82364], [-0.23063, -2.04063, 1.72267], [2.54925, -0.96541, 0.24456]], "forces_ev_per_a": [[0.04, 0.08, 0.13], [-0.05, -0.16, 0.10], [0.01, -0.22, -0.14], [-0.60, 0.21, 0.23], [0.18, -0.02, 0.06], [0.03, 0.12, 0.07], [-0.09, 0.08, 0.00], [0.01, -0.01, -0.07], [-0.12, -0.15, -0.04], [0.20, -0.07, -0.14], [-0.08, 0.05, 0.04], [0.07, 0.02, -0.06], [0.01, -0.09, 0.02], [0.04, 0.16, -0.02], [0.02, -0.01, -0.04], [-0.12, 0.15, 0.12], [-0.04, -0.21, 0.24], [-0.40, -0.25, 0.18], [-0.11, -0.26, 0.13], [0.07, -0.26, 0.02], [0.11, -0.06, -0.07], [0.10, -0.14, 0.05], [-0.40, -0.16, -0.93], [0.42, 0.27, -0.03], [0.06, 0.11, -0.06], [0.07, -0.12, -0.06], [-0.40, 0.50, 0.15], [0.23, 0.10, 0.05], [-0.30, 0.14, -0.24], [-0.05, 0.05, 0.14], [0.00, 0.00, -0.09], [-0.03, 0.00, 0.22], [-0.08, 0.18, 0.01], [0.26, 0.28, -0.12], [0.13, -0.08, 0.00], [-0.02, 0.04, 0.03], [0.31, -0.03, 0.03], [-0.09, 0.06, 0.10], [0.04, 0.05, -0.06], [-0.16, 0.01, 0.06], [0.07, -0.05, 0.00], [0.29, 0.10, -0.13], [0.61, -0.58, -0.05], [-0.07, 0.01, 0.00], [0.07, -0.31, 0.13], [0.40, 0.57, -0.05], [-0.06, -0.02, -0.08], [-0.02, -0.22, -0.11], [-0.74, 0.08, 0.13], [0.17, 0.07, 0.13]]}

***

[2]
{"formula": "C16H18N4O2S", "method": "the ωB97M-V functional and the def2-TZVPD basis", "relative_energy_kcal_mol": 127.02, "total_charge": 0, "symbols": ["C", "S", "H", "H", "C", "H", "C", "H", "H", "C", "H", "H", "H", "H", "H", "C", "O", "C", "N", "N", "N", "H", "C", "H", "H", "H", "C", "H", "C", "C", "H", "C", "N", "C", "C", "H", "O", "H", "C", "C", "C"], "positions_angstrom": [[-0.77815, -3.47155, -3.34782], [0.75529, 0.78514, 2.66144], [1.36460, -1.46235, -2.13068], [-3.53939, -1.90576, 2.23817], [-2.27586, -2.07771, 0.42953], [-1.50991, 2.32542, 2.59560], [-1.79493, -0.70223, 2.33345], [-0.11057, 3.29399, 4.51110], [2.15287, -2.16140, -4.34279], [-0.01793, -4.50428, -5.38099], [1.50751, 2.61472, -0.41186], [-1.95458, -0.56752, 3.39299], [-0.24192, -5.22725, -6.22712], [-1.02355, 3.66576, 1.60799], [0.17369, 4.67195, 3.55056], [1.67543, 3.23284, 1.66300], [0.40822, 0.90979, 4.13134], [-0.15840, -0.76306, 0.46123], [0.36895, -2.68994, -3.35510], [0.48853, 2.39730, 1.90838], [-0.99969, -4.32610, -4.38983], [-3.00397, -2.65495, -0.09861], [-0.75825, -2.19815, -1.47745], [2.63836, 2.73053, 1.90074], [2.65970, 3.82102, -0.06790], [-1.46953, 4.43400, 3.81941], [1.22911, -3.72461, -5.36643], [1.02763, 4.34577, 0.00586], [0.41050, -1.96735, -2.22484], [1.33127, -2.80861, -4.37169], [0.77792, -0.46700, 0.05214], [1.68390, 3.51393, 0.17712], [-1.49444, -3.14770, -2.25331], [-0.50761, 3.86490, 3.64642], [-2.67963, -1.51904, 1.72703], [1.68149, 4.15452, 2.26889], [2.19429, 0.34283, 2.37480], [2.01481, -3.82276, -6.14146], [-0.49367, -0.27068, 1.79824], [-0.69387, 3.03185, 2.41575], [-1.03823, -1.69624, -0.08331]], "forces_ev_per_a": [[-0.04, 1.00, 0.39], [2.48, 1.30, 2.54], [-0.43, 0.46, 0.77], [-0.36, 0.17, 0.07], [-0.46, 2.26, 3.02], [0.32, -0.24, -0.20], [3.24, 1.38, 1.74], [-0.86, 0.17, -0.40], [1.01, 0.95, 0.42], [-1.73, 1.03, 2.41], [-0.47, 0.17, 0.11], [-0.03, 0.79, 0.15], [0.14, 0.98, 1.42], [-0.40, 0.37, -0.38], [0.92, 0.73, -0.59], [0.59, -0.85, -0.10], [0.32, -0.80, -3.88], [-1.32, 0.72, 4.30], [1.16, -1.16, -2.02], [1.16, -3.48, 1.16], [2.18, -0.84, -2.45], [0.22, -0.57, -0.49], [1.60, -1.72, -2.71], [-0.95, -0.19, 0.20], [1.36, 0.71, -0.56], [0.77, -1.01, 0.39], [-1.70, -0.74, 0.01], [-0.62, 0.10, -0.76], [0.29, 0.95, 1.02], [-1.28, -0.70, 0.65], [0.45, 0.01, -0.57], [0.09, 0.11, 0.58], [0.24, 0.14, 0.64], [-1.12, 0.54, 1.34], [1.42, -1.92, -3.53], [-0.25, -0.38, -0.26], [-4.71, 1.19, 0.05], [-0.76, 0.08, 0.66], [-1.06, -1.50, -2.33], [-0.35, 0.42, 0.07], [-1.09, -0.66, -2.88]]}

***

no.,HOMO (eV)
1,-8.4
2,-8.5